1.
Molecular formula: C45H69F3O9
Method: DFT, wB97M-V/def2-TZVPD

Element x y z (Å)
F1 -7.794 1.421 9.857
C1 -6.701 0.887 9.268
C2 -5.461 0.973 9.862
C3 -4.401 0.296 9.294
C4 -4.486 -0.244 8.003
C5 -5.735 -0.290 7.421
C6 -6.888 0.146 8.077
H1 -5.375 1.509 10.796
H2 -3.426 0.300 9.760
H3 -3.597 -0.630 7.527
H4 -5.902 -0.842 6.507
H5 -7.834 -0.150 7.648
F2 -7.033 -3.193 -1.074
C7 -6.204 -4.116 -0.458
C8 -6.407 -4.295 0.910
C9 -5.608 -5.147 1.588
C10 -4.628 -5.889 0.885
C11 -4.446 -5.711 -0.503
C12 -5.193 -4.732 -1.185
H6 -7.226 -3.797 1.408
H7 -5.827 -5.171 2.645
H8 -4.130 -6.705 1.387
H9 -3.673 -6.305 -0.969
H10 -5.094 -4.517 -2.238
F3 1.816 -3.333 -6.680
C13 2.688 -2.633 -7.441
C14 2.310 -1.455 -8.135
C15 3.198 -0.712 -8.866
C16 4.499 -1.125 -8.961
C17 4.927 -2.300 -8.350
C18 4.001 -3.073 -7.593
H11 1.308 -1.053 -8.106
H12 2.990 0.189 -9.424
H13 5.172 -0.494 -9.522
H14 5.961 -2.591 -8.460
H15 4.399 -4.007 -7.224
C19 5.492 3.426 -4.442
C20 5.968 4.290 -3.287
C21 6.710 3.641 -2.172
O1 5.802 5.502 -3.266
H16 4.544 3.126 -3.995
H17 6.108 2.550 -4.648
H18 5.298 4.033 -5.327
H19 7.574 3.148 -2.618
H20 6.072 2.855 -1.768
H21 6.897 4.443 -1.457
C22 2.698 6.597 5.650
C23 3.072 5.291 4.978
C24 3.889 5.285 3.687
O2 2.784 4.235 5.522
H22 3.133 6.586 6.650
H23 1.612 6.661 5.713
H24 3.084 7.458 5.105
H25 4.912 5.617 3.861
H26 3.507 5.911 2.880
H27 3.980 4.223 3.458
C25 4.470 -2.447 4.139
C26 3.642 -3.660 3.991
C27 4.357 -4.984 3.782
O3 2.416 -3.558 4.063
H28 4.362 -2.088 3.116
H29 5.506 -2.690 4.375
H30 3.965 -1.786 4.843
H31 4.323 -5.126 2.702
H32 3.884 -5.825 4.289
H33 5.399 -4.883 4.085
C28 9.677 -3.585 -2.688
C29 8.628 -3.677 -1.565
C30 7.153 -3.694 -1.955
O4 8.971 -3.664 -0.416
H34 9.044 -3.696 -3.569
H35 10.475 -4.327 -2.671
H36 10.066 -2.567 -2.685
H37 6.990 -2.683 -2.328
H38 6.417 -3.933 -1.188
H39 6.842 -4.385 -2.737
C31 0.002 -1.180 -0.691
C32 0.265 0.153 0.035
C33 -0.587 0.450 1.252
O5 1.182 0.850 -0.370
H40 0.369 -1.966 -0.032
H41 0.450 -1.103 -1.682
H42 -1.060 -1.408 -0.784
H43 -0.672 -0.348 1.990
H44 -1.590 0.750 0.949
H45 -0.185 1.309 1.789
C34 -8.131 5.395 3.967
C35 -6.729 4.963 3.475
C36 -5.571 5.352 4.308
O6 -6.550 4.249 2.494
H46 -8.098 6.396 4.396
H47 -8.532 4.670 4.675
H48 -8.837 5.479 3.141
H49 -5.907 5.157 5.326
H50 -5.411 6.426 4.214
H51 -4.704 4.721 4.111
C37 2.168 -9.070 -1.682
C38 1.802 -10.480 -1.201
C39 2.416 -11.619 -2.009
O7 0.944 -10.636 -0.350
H52 3.245 -9.020 -1.523
H53 1.577 -8.284 -1.213
H54 1.935 -8.990 -2.744
H55 1.718 -11.871 -2.807
H56 2.551 -12.533 -1.430
H57 3.422 -11.346 -2.328
C40 -0.787 7.220 -1.717
C41 -0.330 8.258 -2.687
C42 -1.362 8.978 -3.536
O8 0.891 8.582 -2.768
H58 -1.601 6.638 -2.148
H59 -0.984 7.565 -0.701
H60 0.045 6.534 -1.557
H61 -2.116 9.451 -2.907
H62 -1.885 8.271 -4.180
H63 -0.873 9.662 -4.230
C43 -8.362 3.517 -3.642
C44 -6.957 3.448 -4.218
C45 -6.268 2.153 -3.940
O9 -6.356 4.358 -4.755
H64 -8.772 2.536 -3.404
H65 -8.965 4.082 -4.354
H66 -8.291 4.074 -2.708
H67 -5.330 2.039 -4.482
H68 -6.929 1.338 -4.236
H69 -6.176 2.001 -2.864

Properties
Energy relative to the best compared isomer or geometry (same formula, charge and spin) (eV): 3.7838
SMILES: Fc1ccccc1.Fc1ccccc1.Fc1ccccc1.CC(C)=O.CC(C)=O.CC(C)=O.CC(C)=O.CC(C)=O.CC(C)=O.CC(C)=O.CC(C)=O.CC(C)=O
Multiplicity: 1
E_LUMO (eV): 0.09
HOMO energy (eV): -9.282

2.
Molecular formula: C45H71B3O27S
Method: DFT, wB97M-V/def2-TZVPD

Element x y z (Å)
C1 -4.911 7.014 -3.959
C2 -3.724 6.229 -3.380
S1 -4.348 5.185 -1.987
C3 -3.309 3.689 -2.096
B1 -2.709 3.230 -0.717
O1 -1.350 2.925 -0.577
B2 -1.328 1.547 -0.337
C4 0.053 0.793 -0.622
O2 -0.079 0.083 -1.874
C5 0.283 -1.258 -1.783
C6 -0.632 -2.106 -1.187
C7 -0.335 -3.448 -1.019
C8 -1.342 -4.366 -0.343
C9 0.901 -3.882 -1.463
C10 1.797 -3.040 -2.076
C11 1.514 -1.685 -2.254
C12 2.582 -0.800 -2.903
C13 3.385 -1.669 -3.939
C14 2.043 0.433 -3.663
O3 -2.458 0.852 0.087
B3 -3.474 1.652 0.621
O4 -4.456 1.020 1.341
C15 -5.784 1.339 0.920
C16 -6.392 0.325 -0.054
C17 -7.772 0.928 -0.500
O5 -5.620 0.118 -1.230
O6 -3.471 3.033 0.445
H1 -4.548 7.607 -4.807
H2 -5.322 7.652 -3.170
H3 -5.654 6.292 -4.312
H4 -2.941 6.864 -2.954
H5 -3.282 5.534 -4.104
H6 -2.472 3.895 -2.777
H7 -3.834 2.827 -2.548
H8 0.839 1.549 -0.776
H9 0.285 0.111 0.206
H10 -1.587 -1.735 -0.816
H11 -2.254 -4.345 -0.955
H12 -0.918 -5.373 -0.369
H13 -1.540 -4.063 0.688
H14 1.174 -4.928 -1.317
H15 2.739 -3.493 -2.373
H16 3.315 -0.547 -2.119
H17 2.649 -2.331 -4.423
H18 3.802 -1.046 -4.736
H19 4.109 -2.324 -3.451
H20 2.033 1.283 -2.960
H21 2.706 0.753 -4.476
H22 1.015 0.307 -4.011
H23 -6.412 1.322 1.824
H24 -5.902 2.346 0.489
H25 -6.594 -0.633 0.432
H26 -7.650 1.372 -1.494
H27 -8.018 1.769 0.168
H28 -8.576 0.188 -0.498
H29 -5.277 0.967 -1.536
C18 8.424 -5.188 -0.861
C19 7.635 -4.827 -2.097
C20 7.015 -3.454 -2.052
O7 5.856 -3.610 -2.874
C21 5.499 -4.920 -2.816
O8 4.467 -5.353 -3.217
O9 6.475 -5.664 -2.233
H30 8.907 -6.157 -0.988
H31 9.192 -4.442 -0.654
H32 7.767 -5.275 0.005
H33 8.254 -4.954 -2.989
H34 7.671 -2.687 -2.459
H35 6.695 -3.153 -1.052
C22 0.406 -4.961 6.053
C23 -0.191 -4.705 4.692
C24 -1.616 -5.170 4.527
O10 -1.679 -5.472 3.126
C25 -0.421 -5.791 2.728
O11 -0.146 -6.277 1.679
O12 0.485 -5.478 3.686
H36 1.405 -4.525 6.095
H37 -0.204 -4.525 6.845
H38 0.515 -6.031 6.237
H39 -0.090 -3.647 4.432
H40 -2.340 -4.402 4.788
H41 -1.841 -6.080 5.090
C26 1.314 -8.243 -1.525
C27 0.975 -8.462 -2.979
C28 -0.068 -7.513 -3.514
O13 -0.693 -8.294 -4.539
C29 -0.541 -9.601 -4.200
O14 -1.108 -10.502 -4.726
O15 0.343 -9.736 -3.178
H42 2.127 -8.904 -1.220
H43 1.620 -7.213 -1.343
H44 0.461 -8.480 -0.886
H45 1.883 -8.435 -3.587
H46 0.364 -6.605 -3.931
H47 -0.825 -7.241 -2.772
C30 4.263 -2.765 2.214
C31 4.613 -3.519 3.475
C32 4.143 -4.953 3.485
O16 3.939 -5.197 4.882
C33 3.666 -4.004 5.462
O17 3.243 -3.879 6.570
O18 3.920 -2.978 4.613
H48 4.695 -1.764 2.237
H49 4.636 -3.283 1.330
H50 3.183 -2.640 2.125
H51 5.687 -3.453 3.670
H52 4.883 -5.640 3.079
H53 3.194 -5.100 2.964
C34 -2.950 5.983 3.429
C35 -3.632 6.628 2.246
C36 -2.691 7.058 1.151
O19 -3.381 8.170 0.570
C37 -4.168 8.702 1.536
O20 -4.723 9.750 1.453
O21 -4.237 7.880 2.616
H54 -3.690 5.627 4.146
H55 -2.338 5.137 3.114
H56 -2.322 6.704 3.954
H57 -4.416 5.972 1.859
H58 -2.532 6.275 0.411
H59 -1.723 7.405 1.521
C38 -6.363 11.735 3.953
C39 -6.205 10.866 5.176
C40 -6.721 9.460 4.999
O22 -7.110 9.108 6.332
C41 -7.415 10.262 6.982
O23 -7.959 10.317 8.036
O24 -7.016 11.343 6.262
H60 -5.902 12.709 4.116
H61 -5.898 11.272 3.082
H62 -7.418 11.919 3.740
H63 -5.162 10.866 5.507
H64 -5.959 8.778 4.627
H65 -7.600 9.403 4.352
C42 7.882 1.032 -4.995
C43 6.740 0.966 -4.010
C44 6.524 2.242 -3.236
O25 5.975 1.762 -2.005
C45 6.426 0.496 -1.827
O26 6.316 -0.117 -0.815
O27 7.020 0.027 -2.958
H66 7.937 0.110 -5.576
H67 7.758 1.867 -5.685
H68 8.836 1.135 -4.476
H69 5.824 0.646 -4.514
H70 5.829 2.918 -3.728
H71 7.452 2.776 -3.019

Properties
Multiplicity: 1
E_LUMO (eV): 0.01
HOMO energy (eV): -8.653

3.
Molecular formula: C45H72O36
Method: DFT, wB97M-V/def2-TZVPD

Element x y z (Å)
C1 16.099 -3.102 3.721
C2 16.447 -3.632 5.212
C3 17.327 -2.750 6.089
O1 16.366 -2.337 7.029
C4 15.299 -3.042 7.012
O2 14.490 -3.081 7.903
O3 15.253 -3.853 5.960
H1 16.689 -3.475 2.884
H2 16.083 -2.012 3.685
H3 15.055 -3.380 3.577
H4 16.936 -4.603 5.132
H5 17.540 -1.842 5.524
H6 18.252 -3.245 6.387
C5 25.433 -4.807 13.775
C6 25.645 -4.353 12.383
C7 26.140 -5.491 11.462
O4 25.334 -5.333 10.352
C8 24.368 -4.478 10.557
O5 23.459 -4.177 9.804
O6 24.480 -3.926 11.779
H7 24.871 -4.047 14.318
H8 26.356 -4.932 14.342
H9 24.770 -5.665 13.883
H10 26.483 -3.659 12.327
H11 25.966 -6.486 11.871
H12 27.202 -5.358 11.256
C9 28.289 -5.539 4.208
C10 28.112 -5.000 5.638
C11 29.260 -4.335 6.318
O7 28.753 -3.198 6.958
C12 27.465 -2.976 6.501
O8 26.764 -1.981 6.870
O9 27.148 -3.940 5.649
H13 28.246 -4.623 3.619
H14 27.526 -6.212 3.817
H15 29.279 -5.991 4.153
H16 27.863 -5.814 6.319
H17 30.057 -3.962 5.675
H18 29.733 -4.967 7.069
C13 30.331 -1.064 1.973
C14 29.377 -0.278 2.839
C15 29.309 1.177 2.324
O10 27.955 1.405 2.409
C16 27.235 0.321 2.527
O11 25.992 0.318 2.654
O12 28.047 -0.775 2.587
H19 30.257 -2.127 2.203
H20 31.367 -0.729 2.002
H21 29.927 -0.878 0.978
H22 29.601 -0.523 3.878
H23 29.580 1.358 1.284
H24 29.928 1.828 2.941
C17 17.639 -13.842 -1.311
C18 16.438 -13.225 -1.973
C19 15.189 -13.110 -1.053
O13 14.902 -11.788 -1.058
C20 15.798 -11.076 -1.656
O14 15.787 -9.835 -1.728
O15 16.657 -11.869 -2.279
H25 17.614 -14.930 -1.256
H26 17.774 -13.509 -0.282
H27 18.528 -13.591 -1.889
H28 16.244 -13.759 -2.904
H29 15.308 -13.408 -0.012
H30 14.463 -13.763 -1.538
C21 14.412 -3.043 -2.658
C22 15.215 -1.872 -3.236
C23 14.760 -0.463 -3.089
O16 15.844 0.283 -2.560
C24 16.742 -0.573 -2.193
O17 17.839 -0.276 -1.734
O18 16.363 -1.802 -2.446
H31 14.064 -2.923 -1.632
H32 15.001 -3.954 -2.769
H33 13.494 -3.123 -3.240
H34 15.635 -1.996 -4.234
H35 13.964 -0.427 -2.345
H36 14.383 -0.007 -4.005
C25 24.559 -1.810 -2.062
C26 23.875 -1.918 -3.429
C27 22.478 -1.459 -3.441
O19 22.413 -0.760 -4.705
C28 23.653 -0.321 -5.047
O20 23.819 0.498 -5.952
O21 24.578 -1.052 -4.359
H37 25.645 -1.868 -2.139
H38 24.285 -2.593 -1.355
H39 24.308 -0.900 -1.517
H40 23.870 -2.965 -3.731
H41 22.302 -0.737 -2.644
H42 21.695 -2.178 -3.199
C29 22.467 0.914 11.924
C30 22.665 1.149 10.395
C31 21.599 0.544 9.534
O22 21.120 1.502 8.665
C32 21.778 2.683 9.043
O23 21.668 3.835 8.544
O24 22.556 2.503 10.113
H43 23.364 1.173 12.485
H44 22.304 -0.137 12.162
H45 21.649 1.485 12.365
H46 23.649 0.814 10.068
H47 20.745 0.066 10.012
H48 22.195 -0.150 8.940
C33 20.084 -7.906 7.048
C34 20.183 -8.928 8.176
C35 20.710 -8.551 9.506
O25 19.789 -9.137 10.411
C36 18.659 -9.378 9.802
O26 17.594 -9.738 10.299
O27 18.825 -9.182 8.533
H49 19.523 -6.999 7.274
H50 19.788 -8.272 6.065
H51 21.048 -7.405 6.965
H52 20.620 -9.856 7.810
H53 20.855 -7.477 9.617
H54 21.672 -8.998 9.754
C37 21.893 -11.055 -3.692
O28 22.459 -10.093 -2.815
C38 22.615 -10.322 -1.489
O29 22.454 -11.405 -0.869
O30 22.824 -9.164 -0.879
C39 23.159 -9.052 0.516
H55 20.821 -11.218 -3.573
H56 22.400 -11.987 -3.443
H57 22.173 -10.785 -4.710
H58 22.331 -9.350 1.159
H59 23.421 -8.008 0.692
H60 24.079 -9.596 0.729
C40 22.105 -3.912 3.928
O31 21.169 -4.793 3.275
C41 20.927 -4.651 1.977
O32 21.360 -3.782 1.185
O33 20.032 -5.594 1.651
C42 19.587 -5.785 0.371
H61 21.545 -3.029 4.234
H62 23.064 -3.730 3.441
H63 22.452 -4.268 4.898
H64 19.364 -6.841 0.219
H65 20.377 -5.541 -0.339
H66 18.807 -5.118 0.004
C43 20.205 -6.268 -5.747
O34 21.394 -6.917 -6.327
C44 22.241 -6.149 -7.098
O35 22.225 -4.973 -7.368
O36 23.307 -6.976 -7.453
C45 24.425 -6.481 -8.166
H67 20.349 -5.378 -5.135
H68 19.479 -6.874 -5.206
H69 19.643 -5.805 -6.558
H70 24.953 -7.248 -8.733
H71 25.154 -5.975 -7.534
H72 24.182 -5.817 -8.995

Properties
Energy relative to the best compared isomer or geometry (same formula, charge and spin) (eV): 7.1651
SMILES: C[C@H]1COC(=O)O1.C[C@H]1COC(=O)O1.C[C@H]1COC(=O)O1.C[C@H]1COC(=O)O1.C[C@H]1COC(=O)O1.C[C@H]1COC(=O)O1.C[C@H]1COC(=O)O1.C[C@H]1COC(=O)O1.C[C@H]1COC(=O)O1.COC(=O)OC.COC(=O)OC.COC(=O)OC
Multiplicity: 1
E_LUMO (eV): -0.17
HOMO energy (eV): -10.427

Per-record E, eV: -74360.26119 -115973.53279 -121537.94868
Per-record Kohn-Sham gap, eV: 9.4 8.7 10.3